(1)
C14H14N2O3S | the ωB97M-V functional and the def2-TZVPD basis

```
! wB97M-V def2-TZVPD RIJCOSX def2/J DEFGRID3
* xyz 0 1
C -6.2044 -1.4443 -0.8092
C -4.7389 -1.4327 -1.0738
C -4.0424 -2.6263 -1.1953
C -2.6837 -2.6244 -1.4308
C -2.0121 -1.4318 -1.5458
S -0.2389 -1.4255 -1.9011
N 0.3675 -1.4189 -0.3808
C 1.6344 -1.4696 -0.3439
O 2.7886 -1.5281 -0.3118
O -0.0459 -2.7360 -2.5916
O -0.0540 -0.1197 -2.6040
C -2.6833 -0.2401 -1.4306
C -4.0424 -0.2382 -1.1952
H -6.6065 -0.4333 -0.7359
H -6.7464 -1.9553 -1.6061
H -6.4309 -1.9556 0.1276
H -4.5828 -3.5532 -1.1113
H -2.1355 -3.5473 -1.5475
H -2.1343 0.6823 -1.5479
H -4.5786 0.6909 -1.1124
N 1.7419 1.4386 1.5735
C 3.0856 1.7858 1.6530
C 3.8946 1.2895 2.6772
C 5.2104 1.6806 2.7855
C 5.7511 2.5681 1.8759
C 4.9671 3.0604 0.8511
C 3.6507 2.6737 0.7354
H 1.1062 1.8348 0.8959
H 1.2733 0.8713 2.2653
H 3.4671 0.6080 3.3908
H 5.8193 1.3043 3.5898
H 6.7833 2.8681 1.9601
H 5.3861 3.7600 0.1481
H 3.0340 3.0641 -0.0543
*
```

Calculated values
electronic energy = -1275.2776 Ha
LUMO = 0.45 eV
orbital gap = 8.4289 eV
ΔE to the lowest compared entry with this formula, charge and spin = 55.78 kcal per mole
maximum force = 5.623 eV/A

Let us look at the natural (NBO) charges, expressed in e, one per atom: -0.6329, 0.0128, -0.2336, -0.1128, -0.3490, 2.2058, -0.8312, 0.9380, -0.3943, -0.8934, -0.8941, -0.1650, -0.2190, 0.2168, 0.2256, 0.2246, 0.2147, 0.2319, 0.2379, 0.2146, -0.8325, 0.1865, -0.2781, -0.1809, -0.2616, -0.1798, -0.2759, 0.3926, 0.3887, 0.2029, 0.2114, 0.2104, 0.2122, 0.2065

---

(2)
C14H14N4OS | the ωB97M-V functional and the def2-TZVPD basis

```
! wB97M-V def2-TZVPD RIJCOSX def2/J DEFGRID3
* xyz 0 1
C -4.5792 -1.9405 1.0538
C -4.7143 -0.8752 -0.0341
C -3.4812 -0.0632 -0.1555
N -2.7376 -0.0039 -1.1941
N -1.6774 0.7867 -1.0859
C -1.5705 1.3598 0.0616
N -0.6062 2.2248 0.4675
C 0.5440 2.6652 -0.1758
O 1.1798 3.5474 0.3463
C 0.9239 1.9603 -1.4475
C 1.3852 0.5709 -1.1243
C 0.8778 -0.5980 -1.6115
N 1.5642 -1.6594 -1.0889
C 2.5362 -1.1939 -0.2502
C 3.4829 -1.8758 0.5037
C 4.3506 -1.1248 1.2669
C 4.2818 0.2714 1.2836
C 3.3467 0.9545 0.5394
C 2.4546 0.2197 -0.2425
S -2.8818 0.9340 1.1729
H -5.4930 -2.5251 1.1173
H -3.7527 -2.6101 0.8277
H -4.3958 -1.4762 2.0206
H -4.9003 -1.3413 -1.0028
H -5.5536 -0.2167 0.2044
H -0.7574 2.6683 1.3669
H 0.0674 1.9053 -2.1180
H 1.7327 2.5305 -1.9105
H 0.0665 -0.7448 -2.2967
H 1.3902 -2.6262 -1.3031
H 3.5360 -2.9548 0.4887
H 5.1005 -1.6219 1.8645
H 4.9821 0.8205 1.8956
H 3.2978 2.0323 0.5600
*
```

Calculated values
electronic energy = -1234.3634 Ha
LUMO = 0.46 eV
orbital gap = 8.2674 eV
ΔE to the lowest compared entry with this formula, charge and spin = 0.00 kcal per mole
maximum force = 1.578 eV/A
structure (SMILES) = CCc1nnc(NC(=O)Cc2c[nH]c3ccccc23)s1

Let us look at the natural (NBO) charges, expressed in e, one per atom: -0.5941, -0.4519, 0.0765, -0.2549, -0.3366, 0.2588, -0.6363, 0.7182, -0.5781, -0.5317, -0.1311, 0.0098, -0.5218, 0.1159, -0.2395, -0.2198, -0.2238, -0.2255, -0.0347, 0.2821, 0.2161, 0.2129, 0.2055, 0.2388, 0.2198, 0.4200, 0.2674, 0.2413, 0.2261, 0.4119, 0.2101, 0.2103, 0.2093, 0.2290

---

(3)
C14H14N4SSe4W | the ωB97M-V functional and the def2-TZVPD basis

```
! wB97M-V def2-TZVPD RIJCOSX def2/J DEFGRID3
* xyz 0 3
W -3.2008 0.6367 -0.4930
S -2.9289 0.8494 1.9748
C -1.1980 0.6339 2.0516
N -0.6491 0.6520 3.2467
N 0.6215 0.3278 3.4745
C 1.5444 -0.5269 2.7930
C 1.1537 -1.6934 2.1413
C 2.1120 -2.5024 1.5573
C 3.4628 -2.1723 1.6284
C 3.8471 -1.0316 2.3107
C 2.8892 -0.2108 2.8957
N -0.3977 0.5612 0.9421
N -0.9218 0.6049 -0.1743
C 0.0506 0.5766 -1.2623
C 1.4106 0.7311 -0.9905
C 2.3321 0.7206 -2.0250
C 1.9152 0.5539 -3.3367
C 0.5645 0.3973 -3.6072
C -0.3650 0.4096 -2.5783
H 0.9303 0.6677 4.3656
H 0.1096 -1.9725 2.0872
H 1.7976 -3.4041 1.0442
H 4.2064 -2.8081 1.1623
H 4.8953 -0.7704 2.3871
H 3.1860 0.6930 3.4181
H 1.7306 0.8608 0.0340
H 3.3844 0.8521 -1.8017
H 2.6382 0.5473 -4.1443
H 0.2262 0.2588 -4.6267
H -1.4008 0.2734 -2.8094
Se -2.6811 -1.6601 -0.6943
Se -5.5170 -0.1365 0.4393
Se -5.2783 2.0870 0.3971
Se -2.4568 2.8126 -1.1589
C -4.3593 0.5517 -2.4048
H -4.3074 -0.4337 -2.8423
H -3.9387 1.2605 -3.1058
H -5.4073 0.8029 -2.2955
*
```

Calculated values
electronic energy = -10831.8268 Ha
LUMO (alpha / beta) = -1.46 / -2.34 eV
orbital gap (alpha / beta) = 6.0764 / 5.0217 eV
ΔE to the lowest compared entry with this formula, charge and spin = 29.98 kcal per mole
maximum force = 2.007 eV/A

Let us look at the natural (NBO) charges, expressed in e, one per atom: 0.1346, 0.0312, 0.0663, -0.1560, -0.3621, 0.1135, -0.1853, -0.2033, -0.2230, -0.1961, -0.2448, -0.1745, -0.1782, 0.1781, -0.2275, -0.2046, -0.1926, -0.1940, -0.2218, 0.3933, 0.2235, 0.2224, 0.2188, 0.2182, 0.2169, 0.2406, 0.2190, 0.2180, 0.2199, 0.2314, -0.1578, 0.1635, 0.0885, 0.0187, -0.9466, 0.2195, 0.2161, 0.2159

---

(4)
C14H14S | the ωB97M-V functional and the def2-TZVPD basis

```
! wB97M-V def2-TZVPD RIJCOSX def2/J DEFGRID3
* xyz 0 1
C -4.6013 -0.2436 0.5060
C -4.0339 -1.4857 0.0651
C -3.9975 0.9787 0.3582
C -2.7238 -1.4004 -0.3173
C -2.6755 0.9856 -0.1091
C -2.0731 -0.1641 -0.4479
C -1.8241 2.1286 -0.3238
C -0.5883 1.8222 -0.7390
C 4.5404 0.6603 -0.6305
C 4.0095 0.1269 0.4345
C 2.4322 -1.0697 -1.0557
C 2.0029 0.3099 -0.8566
C 2.6642 -0.4081 0.3008
C 1.9111 -0.7763 1.5888
S -0.3453 0.1262 -0.9707
H -5.5729 -0.2123 0.9640
H -4.5388 -2.4030 0.2146
H -4.4169 1.9299 0.6242
H -2.1975 -2.3393 -0.4361
H -2.2116 3.1505 -0.2697
H 0.3226 2.4691 -0.9517
H 5.5360 1.0546 -0.6801
H 4.0033 0.6381 -1.5849
H 4.3493 0.0373 1.5171
H 1.6214 -1.7623 -1.1766
H 3.0721 -1.4331 -1.7630
H 2.6204 -1.2554 2.2976
H 1.1757 -1.5980 1.4417
H 1.5395 0.1330 2.0000
*
```

Calculated values
electronic energy = -939.8301 Ha
LUMO = -0.34 eV
orbital gap = 7.9797 eV
ΔE to the lowest compared entry with this formula, charge and spin = 70.73 kcal per mole
maximum force = 3.170 eV/A

Let us look at the natural (NBO) charges, expressed in e, one per atom: -0.1985, -0.2187, -0.1997, -0.1996, -0.0902, -0.1609, -0.2407, -0.3566, -0.4038, -0.1572, -0.6167, 0.1256, -0.2847, -0.5867, 0.4445, 0.2079, 0.2196, 0.2172, 0.2135, 0.2220, 0.2693, 0.2067, 0.2113, 0.2203, 0.2597, 0.2443, 0.2092, 0.2232, 0.2196

---

(5)
C14H15BBrF2NOPt | the ωB97M-V functional and the def2-TZVPD basis

```
! wB97M-V def2-TZVPD RIJCOSX def2/J DEFGRID3
* xyz 2 1
Pt 0.4324 -0.0289 0.1657
Br 2.6026 0.4385 1.4950
C 2.7157 2.1606 0.7138
C 3.8932 2.8427 0.6606
C 3.8710 4.1663 0.1689
C 2.6927 4.7385 -0.2252
C 1.4750 4.0132 -0.1808
C 0.2277 4.5694 -0.5473
C -0.9316 3.8356 -0.4942
C -0.9067 2.4862 -0.0951
C 0.3044 1.9329 0.2281
C 1.5096 2.6723 0.2631
H 4.8173 2.3907 0.9965
H 4.7951 4.7237 0.1098
H 2.6803 5.7579 -0.5895
H 0.1916 5.6091 -0.8488
H -1.8787 4.2855 -0.7570
H -1.8178 1.9088 -0.0374
C -3.4590 -3.4370 0.4453
N -2.3427 -2.4761 0.5574
C -1.0257 -2.9866 0.9407
C -2.5137 -1.1878 0.4056
C -3.8430 -0.6013 0.0699
O -1.5359 -0.3624 0.5614
H -3.0646 -4.4446 0.5098
H -3.9742 -3.3250 -0.5052
H -4.1749 -3.2944 1.2527
H -1.0095 -4.0665 0.8479
H -0.7928 -2.7168 1.9712
H -0.2540 -2.5726 0.2890
H -4.6764 -1.2741 0.2335
H -3.8311 -0.2977 -0.9800
H -3.9833 0.2974 0.6692
F 2.2015 -0.4489 -2.0914
B 1.2047 -1.0105 -1.4791
F 0.6999 -2.1483 -1.8464
*
```

Calculated values
electronic energy = -3589.8427 Ha
LUMO = -9.23 eV
orbital gap = 6.0052 eV
ΔE to the lowest compared entry with this formula, charge and spin = 48.81 kcal per mole
maximum force = 3.059 eV/A

Let us look at the natural (NBO) charges, expressed in e, one per atom: 0.7731, 0.3231, -0.1143, -0.1601, -0.1794, -0.1066, -0.0744, -0.0786, -0.1910, -0.2003, -0.0339, -0.0655, 0.2606, 0.2611, 0.2517, 0.2543, 0.2582, 0.2637, -0.4227, -0.3272, -0.4060, 0.7268, -0.7097, -0.7781, 0.2420, 0.2371, 0.2375, 0.2553, 0.2346, 0.1777, 0.2589, 0.2697, 0.2665, -0.4451, 1.1882, -0.4475

---

(6)
C14H15BN8NiS | the ωB97M-V functional and the def2-TZVPD basis

```
! wB97M-V def2-TZVPD RIJCOSX def2/J DEFGRID3
* xyz 0 3
Ni 0.0692 0.5142 1.0666
C -3.1947 0.0985 -1.4671
C -2.7197 0.1199 -0.0963
N -1.6012 0.7869 -0.0371
N -1.2736 1.2194 -1.3408
C -2.2501 0.8501 -2.1623
B 0.0654 2.0241 -1.5279
N 1.4047 1.3075 -1.3999
C 2.2903 0.8596 -2.3294
C 3.3035 0.1499 -1.6619
C 2.8806 0.1106 -0.2984
N 1.7598 0.8319 -0.1451
N 0.0393 3.1174 -0.4524
C -0.1043 4.4320 -0.5490
C -0.1903 4.9681 0.7074
C -0.1238 3.8247 1.5880
N 0.0462 2.7101 0.8528
H -4.1068 -0.3740 -1.8243
H -3.1291 -0.3341 0.8291
H -2.3030 1.2399 -3.1534
H 0.0318 2.5569 -2.5923
H 2.2663 1.1408 -3.3453
H 4.2097 -0.3315 -2.0426
H 3.3573 -0.3426 0.6071
H -0.1371 4.9080 -1.5279
H -0.2631 5.9731 1.0535
H -0.2239 3.7651 2.6650
C -0.1890 -5.4287 2.2050
C -0.0577 -4.0228 1.6468
C -0.0661 -3.7651 0.2814
C 0.0809 -2.4068 -0.0073
N 0.1566 -1.4417 0.9004
C 0.1613 -1.7849 2.2180
S 0.2460 -0.3401 3.1788
N 0.0926 -3.0489 2.5927
H 0.4278 -6.1122 1.6044
H -1.2285 -5.7853 2.2131
H 0.1429 -5.4028 3.2618
H -0.0905 -4.5078 -0.4911
H 0.2204 -2.0793 -1.0200
*
```

Calculated values
electronic energy = -2911.9951 Ha
LUMO (alpha / beta) = 0.54 / 0.18 eV
orbital gap (alpha / beta) = 8.8001 / 8.5127 eV
ΔE to the lowest compared entry with this formula, charge and spin = 0.00 kcal per mole
maximum force = 2.415 eV/A

Let us look at the natural (NBO) charges, expressed in e, one per atom: 1.3639, -0.3691, 0.0004, -0.4044, -0.3337, 0.0151, 0.5409, -0.3389, 0.0049, -0.3569, -0.0164, -0.3866, -0.3328, -0.0023, -0.3621, -0.0203, -0.3622, 0.2340, 0.2288, 0.2249, -0.0368, 0.2237, 0.2360, 0.2303, 0.2233, 0.2289, 0.2166, -0.6565, 0.2948, -0.3494, 0.1210, -0.6183, 0.2832, -0.3593, -0.4990, 0.2206, 0.2336, 0.2442, 0.2325, 0.2034

---

(7)
C14H15ClN2O3S2 | the ωB97M-V functional and the def2-TZVPD basis

```
! wB97M-V def2-TZVPD RIJCOSX def2/J DEFGRID3
* xyz 0 1
O -1.3316 -0.9490 -1.0744
C -1.1892 -1.6088 -0.0656
C -2.1575 -1.5104 1.1120
N -3.2978 -0.6850 0.8230
S -3.1383 0.9458 1.1461
O -4.4574 1.4944 1.1111
O -2.3594 1.0479 2.3453
C -2.2075 1.6602 -0.1753
C -0.9674 2.2092 -0.0926
C -0.5207 2.7007 -1.3367
C -1.4349 2.5105 -2.3250
S -2.8589 1.7359 -1.7584
N -0.2042 -2.5105 0.1088
C 0.8568 -2.7182 -0.8484
C 2.2252 -2.3357 -0.2670
C 2.2797 -0.8683 0.0500
C 1.9010 -0.3932 1.2988
C 1.9313 0.9592 1.5863
C 2.3480 1.8493 0.6102
Cl 2.4023 3.5424 0.9614
C 2.7181 1.3983 -0.6464
C 2.6768 0.0443 -0.9190
H -2.4976 -2.5095 1.4061
H -1.6579 -1.0365 1.9620
H -3.7026 -0.8448 -0.0880
H -0.4195 2.2547 0.8288
H 0.4317 3.1758 -1.4820
H -1.3556 2.7825 -3.3588
H -0.1305 -2.9924 0.9910
H 0.6222 -2.0923 -1.7118
H 0.8663 -3.7693 -1.1564
H 2.4066 -2.9229 0.6359
H 2.9915 -2.5885 -1.0006
H 1.5889 -1.0853 2.0675
H 1.6358 1.3184 2.5597
H 3.0409 2.0994 -1.3998
H 2.9656 -0.3082 -1.8981
*
```

Calculated values
electronic energy = -2134.2992 Ha
LUMO = 0.46 eV
orbital gap = 9.4724 eV
ΔE to the lowest compared entry with this formula, charge and spin = 0.00 kcal per mole
maximum force = 0.811 eV/A
structure (SMILES) = O=C(CNS(=O)(=O)c1cccs1)NCCc1ccc(Cl)cc1

Let us look at the natural (NBO) charges, expressed in e, one per atom: -0.6300, 0.6666, -0.3438, -0.8333, 2.3281, -0.9197, -0.9471, -0.5487, -0.2094, -0.2635, -0.3853, 0.4996, -0.6151, -0.2173, -0.4258, -0.0319, -0.2053, -0.2207, -0.0491, 0.0074, -0.2406, -0.1464, 0.2175, 0.2592, 0.4077, 0.2458, 0.2303, 0.2380, 0.3910, 0.2382, 0.1969, 0.2056, 0.2224, 0.2102, 0.2333, 0.2275, 0.2076